DFT (ωB97M-V/def2-TZVPD) results for a structure of composition C4H8N4 at a distorted geometry.

ΔE to the lowest compared entry with this formula, charge and spin ... 595.0 kJ/mol
Total energy ... -376.0219 Eh
LUMO energy ... 0.32 eV
E_HOMO ... -0.296 hartree
F_max ... 5.28 eV Å⁻¹

ORCA input file:
```
! wB97M-V def2-TZVPD RIJCOSX def2/J DEFGRID3
* xyz 0 1
C 0.5119 1.5625 0.4651
C 0.9051 0.5908 -0.6250
C 1.1848 -1.4787 0.3214
C 0.1501 -0.6946 -0.1550
H -0.5739 1.8073 0.2714
H 1.2723 2.4434 0.7000
H 0.1918 1.0480 1.7359
H 0.7471 1.1406 -1.4953
H 1.1684 -2.6385 0.6326
H -1.6047 -1.9655 0.1439
H -2.7222 -0.1307 -1.3620
H -2.7037 -0.1229 0.6392
N 2.3275 0.2313 -0.6032
N 2.4791 -0.8746 -0.1466
N -1.1598 -0.9708 -0.1492
N -2.1739 0.0523 -0.3733
*
```


DFT (ωB97M-V/def2-TZVPD) results for the ion C6H10O with charge +1 at a distorted geometry.

ΔE to the lowest compared entry with this formula, charge and spin ... 37.9 kJ/mol
Total energy ... -309.5308 Eh
LUMO energy (spin up / spin down) ... -4.14 / -7.03 eV
E_HOMO (spin up / spin down) ... -0.501 / -0.559 hartree
F_max ... 2.26 eV Å⁻¹

ORCA input file:
```
! wB97M-V def2-TZVPD RIJCOSX def2/J DEFGRID3
* xyz 1 2
C -3.1224 0.9575 -0.0215
C -1.9171 0.1055 -0.2887
C -0.7434 0.3261 0.3512
C 0.3389 -0.5856 0.2301
C 1.6568 -0.1792 0.1634
O 1.9105 1.1218 0.0406
C 2.8043 -1.1238 -0.1367
H -3.7461 0.4072 0.6922
H -2.8171 1.9004 0.4224
H -3.6730 1.0414 -0.9575
H -2.1536 -0.7224 -0.9487
H -0.5916 1.2102 0.9634
H -0.0038 -1.5884 0.0065
H 2.8456 1.1940 0.1813
H 2.5045 -1.7229 -0.9937
H 2.9780 -1.6767 0.7879
H 3.7296 -0.6652 -0.4922
*
```


DFT (ωB97M-V/def2-TZVPD) results for a cluster of 2 separate species, H7N3O in total at a distorted geometry.

ΔE to the lowest compared entry with this formula, charge and spin ... 9.0 kJ/mol
Total energy ... -243.5829 Eh
LUMO energy ... 1.02 eV
E_HOMO ... -0.341 hartree
F_max ... 2.96 eV Å⁻¹
Structure (SMILES) ... NN.NO

ORCA input file:
```
! wB97M-V def2-TZVPD RIJCOSX def2/J DEFGRID3
* xyz 0 1
N -0.6658 -1.0744 0.2525
N -1.5934 -1.2518 -0.8680
H -1.0467 -1.5157 1.1421
H 0.0506 -1.6981 0.0719
H -2.1682 -0.4220 -0.9015
H -2.2860 -1.9517 -0.6649
N 1.8017 1.2119 0.3893
O 1.2417 2.4159 -0.2037
H 2.3463 1.6004 1.1666
H 1.0882 0.6459 0.7419
H 1.2315 2.0396 -1.1263
*
```


DFT (ωB97M-V/def2-TZVPD) results for a structure of composition C41H33EuN14O3S at a distorted geometry.

Total energy ... -3682.9204 Eh
LUMO energy (spin up / spin down) ... -2.88 / -2.88 eV
E_HOMO (spin up / spin down) ... -0.316 / -0.347 hartree
F_max ... 3.96 eV Å⁻¹

ORCA input file:
```
! wB97M-V def2-TZVPD RIJCOSX def2/J DEFGRID3
* xyz 1 8
Eu 1.3649 -0.5564 -1.0103
N 1.6631 -4.8531 0.9749
C 1.4902 -3.5088 1.1599
N 1.2639 -2.9144 0.0086
C 1.3281 -3.9840 -0.9165
N 1.5517 -5.1423 -0.3575
C 1.1703 -3.7863 -2.3070
C 1.4594 -4.8947 -3.1342
N 1.7198 -4.7715 -4.3839
C 1.7716 -3.5204 -4.8583
C 1.3078 -2.3994 -4.1447
N 1.0372 -2.5425 -2.8134
H 1.6878 -5.5428 1.7211
H 1.5932 -2.9946 2.1231
H 1.4328 -5.9215 -2.6510
H 2.1246 -3.4427 -5.9154
H 1.2963 -1.3949 -4.6097
N 9.1978 2.2170 -2.7277
C 8.0920 1.4703 -2.5501
C 8.1589 0.1806 -1.9432
C 6.9851 -0.5318 -1.7311
C 5.8044 0.0427 -2.2568
C 5.6960 1.2419 -2.9655
C 6.7824 2.0854 -2.9009
S 4.4048 -0.8926 -1.8099
O 4.7787 -2.2461 -1.8571
O 3.3379 -0.4554 -2.6758
N 3.7850 -0.5374 -0.2879
C 4.3119 -1.1512 0.7962
N 5.4994 -1.7896 0.7700
C 5.9873 -2.3733 1.7929
C 5.3978 -2.1493 3.0366
C 4.2218 -1.3952 3.0883
N 3.6322 -0.9706 1.9833
H 10.1089 1.8974 -2.5104
H 9.1203 2.9772 -3.3835
H 9.1202 -0.2089 -1.6076
H 6.9370 -1.4665 -1.2243
H 4.7630 1.4709 -3.4016
H 6.6762 3.0818 -3.2882
H 6.8261 -3.0868 1.6631
H 6.0061 -2.4498 3.8707
H 3.6580 -1.2118 4.0031
C -11.9685 1.9427 3.8284
O -10.8117 1.1935 4.2390
C -9.6089 1.2602 3.6058
C -9.5117 1.0781 2.2044
C -8.2960 1.0234 1.5834
C -7.1364 1.1936 2.3432
C -7.2855 1.4690 3.6716
C -8.4832 1.5407 4.3377
C -5.8307 0.9117 1.7478
N -5.5603 0.7364 0.4414
C -4.2098 0.4735 0.4128
C -3.6084 0.5569 1.6568
N -4.6775 0.8456 2.5144
C -2.2390 0.3745 1.8970
C -1.6294 0.3296 3.1921
C -0.2617 0.2848 3.2430
C 0.5043 0.0153 2.0912
N -0.0511 -0.1127 0.8462
C -1.4042 0.0631 0.7882
C -2.0130 0.0125 -0.5088
N -1.1530 -0.0788 -1.6194
C -1.6569 -0.0536 -2.8508
C -2.9966 -0.0973 -3.1476
C -3.9218 0.0029 -2.0778
C -3.4243 0.1225 -0.7419
H -12.7629 1.8320 4.5763
H -12.3003 1.6222 2.8079
H -11.7093 2.9993 3.7538
H -10.4302 1.0032 1.6178
H -8.2537 0.9233 0.4694
H -6.3541 1.5581 4.2131
H -8.5829 1.7454 5.3924
H -4.6708 0.9480 3.5090
H -2.2747 0.4339 4.0876
H 0.2457 0.5095 4.1381
H 1.5937 -0.1440 2.1388
H -0.9606 -0.0121 -3.6936
H -3.4562 -0.3000 -4.1614
H -5.0064 0.0047 -2.2452
C 1.4954 4.8262 -0.7991
C 2.5238 4.0867 -0.1721
C 2.6365 2.7136 -0.4857
N 1.6676 2.0960 -1.2137
C 0.7496 2.8306 -1.8302
C 0.6410 4.1605 -1.7334
H 1.3130 5.8874 -0.5653
H 3.2463 4.5141 0.5155
H 3.3450 2.0624 -0.0048
H 0.0832 2.2566 -2.4845
H -0.0955 4.7759 -2.2973
*
```